1.
This record from the Open Molecules 2025 dataset describes a 5-piece molecular cluster, C12H5Cl17O3S overall at a distorted geometry. The level of theory is ωB97M-V/def2-TZVPD.

Properties
Lowest unoccupied orbital energy (eV): -2.17
SMILES string: O=C(Cl)CC1=CC(=O)C(S)=CC1=O.ClC(Cl)(Cl)Cl.ClC(Cl)(Cl)Cl.ClC(Cl)(Cl)Cl.ClC(Cl)(Cl)Cl
Total charge: 0
Spin multiplicity: 1
Kohn-Sham gap (eV): 7.85

CARTESIAN COORDINATES (ANGSTROEM)
O: 4.692 1.543 0.350
C: 3.788 1.196 -0.593
Cl: 3.922 -0.488 -1.439
C: 2.514 2.160 -1.053
C: 1.128 1.335 -0.723
C: 0.960 0.689 0.641
C: -0.472 -0.153 0.832
O: -1.224 -0.106 1.936
C: -0.929 -1.036 -0.513
S: -1.630 -2.783 -0.401
C: -0.767 -0.383 -1.873
C: -0.089 1.145 -1.854
O: -0.495 2.153 -2.639
H: 2.549 2.299 -2.228
H: 2.589 3.201 -0.509
H: 1.786 0.751 1.472
H: -0.549 -3.646 -0.767
H: -1.073 -0.938 -2.882
C: -0.330 -2.672 4.662
Cl: 0.368 -1.076 5.036
Cl: -1.966 -2.783 5.359
Cl: -0.422 -2.881 2.895
Cl: 0.700 -3.949 5.358
C: 2.934 -3.999 0.361
Cl: 2.061 -5.473 -0.130
Cl: 4.560 -4.003 -0.367
Cl: 2.037 -2.564 -0.197
Cl: 3.077 -3.957 2.136
C: -3.366 2.129 -5.468
Cl: -2.387 0.965 -4.541
Cl: -3.921 3.432 -4.386
Cl: -2.379 2.825 -6.778
Cl: -4.777 1.295 -6.166
C: -2.577 3.154 2.894
Cl: -1.615 2.852 1.425
Cl: -2.391 1.785 4.018
Cl: -2.008 4.649 3.679
Cl: -4.295 3.331 2.453

***

2.
This record from the Open Molecules 2025 dataset describes a 2-piece molecular cluster, C4H13NO overall at a distorted geometry. The level of theory is ωB97M-V/def2-TZVPD.

Properties
Lowest unoccupied orbital energy (spin up / spin down) (eV): 3.92 / 3.83
Total charge: -1
Spin multiplicity: 2
Kohn-Sham gap (spin up / spin down) (eV): 2.60 / 9.59

CARTESIAN COORDINATES (ANGSTROEM)
C: -0.349 0.838 2.440
C: 0.028 0.555 0.988
N: -1.873 -3.862 -1.006
H: -1.118 1.612 2.379
H: 0.419 1.191 3.130
H: -0.696 -0.103 2.891
H: 0.599 -0.360 0.839
H: -0.859 0.530 0.360
H: -1.105 -3.458 -1.528
H: -2.194 -4.665 -1.542
H: -1.789 -4.054 -0.023
C: 1.591 1.694 -0.586
O: 0.824 1.702 0.605
C: 0.696 1.236 -1.731
H: 1.950 2.705 -0.842
H: 2.476 1.076 -0.409
H: 1.099 1.210 -2.728
H: 0.439 0.202 -1.497
H: -0.138 1.950 -1.740

***

3.
This record from the Open Molecules 2025 dataset describes C3H31BeO13 as an isolated structure at a distorted geometry. The level of theory is ωB97M-V/def2-TZVPD.

Properties
Lowest unoccupied orbital energy (eV): -3.83
Total charge: +1
Spin multiplicity: 1
Kohn-Sham gap (eV): 8.52

CARTESIAN COORDINATES (ANGSTROEM)
Be: 1.875 -0.736 -1.832
C: -1.099 0.412 -1.818
C: -0.629 -0.226 -0.561
C: -1.521 -1.257 0.084
O: 0.611 -0.794 -0.869
H: -1.980 1.067 -1.649
H: -1.444 -0.356 -2.401
H: -0.288 1.054 -2.229
H: -0.331 0.562 0.176
H: -1.669 -2.042 -0.625
H: -2.473 -0.906 0.522
H: -0.972 -1.684 0.921
O: 3.187 -1.298 -1.004
H: 3.262 -1.252 -0.051
H: 3.912 -1.883 -1.323
O: -1.520 4.334 -0.936
H: -1.644 3.547 -1.355
H: -1.385 3.995 -0.097
O: 1.595 -1.722 -3.179
H: 2.249 -1.600 -3.890
H: 1.391 -2.649 -3.162
O: 1.532 -1.013 1.671
H: 0.881 -0.887 0.984
H: 1.967 -0.186 1.808
O: 2.180 0.709 -2.426
H: 1.779 1.583 -2.380
H: 3.086 0.829 -2.802
O: 0.705 3.286 -2.413
H: 0.186 3.871 -1.811
H: 0.739 3.815 -3.200
O: 0.940 2.857 1.095
H: 0.962 3.756 0.762
H: -0.023 2.729 1.057
O: 0.233 -2.388 3.797
H: 0.596 -3.252 3.606
H: 0.683 -1.788 3.238
O: -2.715 -2.665 2.663
H: -1.957 -2.165 2.466
H: -3.488 -2.220 2.313
O: 0.368 -3.673 0.430
H: 0.025 -4.511 0.742
H: -0.360 -3.161 0.442
O: -2.119 2.364 1.004
H: -1.828 1.485 1.248
H: -2.335 2.760 1.869
O: -1.297 0.361 2.769
H: -0.896 -0.301 3.308
H: -0.970 1.241 3.041

***

4.
This record from the Open Molecules 2025 dataset describes one molecule with the formula C4H7N at a distorted geometry. The level of theory is ωB97M-V/def2-TZVPD.

Properties
Lowest unoccupied orbital energy (eV): 0.99
SMILES string: C#C[C@H](C)N
Total charge: 0
Spin multiplicity: 1
Kohn-Sham gap (eV): 10.62

CARTESIAN COORDINATES (ANGSTROEM)
C: 1.268 0.511 -0.493
C: -0.126 0.285 0.159
C: -1.098 -0.548 -0.597
C: -1.922 -1.141 -1.229
H: 1.720 -0.480 -0.551
H: 1.800 1.151 0.262
H: 1.347 0.968 -1.540
H: -0.543 1.330 0.285
H: 0.913 0.151 1.946
H: -0.690 -0.269 2.067
H: -2.809 -1.585 -1.740
N: 0.140 -0.372 1.431

***

5.
This record from the Open Molecules 2025 dataset describes one molecule with the formula C17H24N2O2 at a distorted geometry. The level of theory is ωB97M-V/def2-TZVPD.

Properties
Lowest unoccupied orbital energy (eV): 0.87
SMILES string: Cc1ccc(/C(N)=N/OC(=O)CCC2CCCCC2)cc1
Total charge: 0
Spin multiplicity: 1
Kohn-Sham gap (eV): 9.71

CARTESIAN COORDINATES (ANGSTROEM)
C: 6.156 1.939 2.447
C: 5.130 1.141 1.703
C: 4.877 -0.185 2.024
C: 3.924 -0.915 1.337
C: 3.197 -0.328 0.307
C: 3.438 1.007 -0.010
C: 4.393 1.726 0.677
H: 4.575 2.759 0.419
H: 2.863 1.460 -0.802
C: 2.169 -1.092 -0.435
N: 1.170 -0.383 -0.800
O: 0.105 -0.878 -1.577
C: -0.547 -2.007 -1.351
O: -0.233 -2.868 -0.558
C: -1.781 -2.064 -2.224
C: -3.031 -1.822 -1.367
H: -3.907 -1.837 -2.020
H: -3.123 -2.649 -0.659
C: -3.003 -0.507 -0.580
C: -4.241 -0.417 0.317
C: -4.230 0.868 1.139
C: -4.170 2.085 0.223
C: -2.939 2.006 -0.673
C: -2.943 0.719 -1.493
H: -3.808 0.713 -2.162
H: -2.038 0.688 -2.099
H: -2.909 2.869 -1.342
H: -2.039 2.031 -0.055
H: -4.142 3.000 0.819
H: -5.070 2.116 -0.397
H: -5.123 0.913 1.766
H: -3.358 0.868 1.798
H: -5.138 -0.440 -0.307
H: -4.275 -1.282 0.984
H: -2.115 -0.502 0.062
H: -1.697 -1.319 -3.013
H: -1.839 -3.059 -2.668
N: 2.430 -2.396 -0.702
H: 3.237 -2.804 -0.259
H: 1.638 -3.015 -0.833
H: 3.731 -1.937 1.633
H: 5.429 -0.656 2.826
H: 5.670 2.723 3.028
H: 6.725 1.310 3.126
H: 6.843 2.419 1.752

***

6.
This record from the Open Molecules 2025 dataset describes C20H20F4N5O2PScSe3Te as an isolated structure at a distorted geometry. The level of theory is ωB97M-V/def2-TZVPD.

Properties
Lowest unoccupied orbital energy (spin up / spin down) (eV): -4.29 / -5.57
Total charge: +1
Spin multiplicity: 1
Kohn-Sham gap (spin up / spin down) (eV): 6.52 / 4.33

CARTESIAN COORDINATES (ANGSTROEM)
Sc: 0.126 -1.220 2.319
Se: 0.517 -1.123 4.967
Se: 0.079 -3.311 5.506
Te: -2.012 -4.013 4.306
Se: -1.950 -2.912 2.124
N: 4.828 -1.310 1.509
C: 3.975 -2.382 2.073
C: 2.539 -1.898 2.162
O: 2.310 -0.660 2.107
O: 1.613 -2.728 2.332
H: 4.689 -1.254 0.462
H: 5.814 -1.455 1.709
H: 4.512 -0.412 1.884
H: 4.297 -2.621 3.087
H: 4.024 -3.286 1.472
C: -3.687 0.613 2.414
C: -2.683 1.550 1.736
P: -0.970 1.271 2.336
C: 0.059 2.318 1.225
C: -0.242 3.815 1.230
C: -0.901 2.102 3.986
C: -1.936 3.189 4.276
H: -4.707 0.893 2.151
H: -3.595 0.651 3.502
H: -3.533 -0.417 2.097
H: -2.941 2.590 1.930
H: -2.679 1.394 0.655
H: -0.074 1.904 0.223
H: 1.098 2.133 1.511
H: -1.266 4.016 0.914
H: 0.425 4.324 0.534
H: -0.085 4.252 2.216
H: 0.113 2.504 4.073
H: -0.990 1.317 4.738
H: -1.900 4.007 3.557
H: -1.743 3.605 5.265
H: -2.947 2.783 4.289
F: -1.346 -0.215 -2.446
C: -0.683 -0.628 -3.535
C: -1.305 -0.543 -4.753
F: -2.543 -0.071 -4.784
C: -0.666 -0.933 -5.952
C: 0.653 -1.416 -5.796
C: 1.268 -1.481 -4.572
F: 2.518 -1.940 -4.494
C: 0.626 -1.100 -3.393
C: 1.281 -1.188 -2.102
C: 0.623 -1.082 -0.889
N: 0.171 -1.020 0.181
C: 2.643 -1.406 -1.866
N: 3.730 -1.547 -1.504
F: 1.337 -1.813 -6.856
C: -1.300 -0.838 -7.225
C: -2.606 -0.313 -7.404
N: -3.653 0.124 -7.608
C: -0.684 -1.250 -8.433
N: -0.241 -1.572 -9.448

***

7.
This record from the Open Molecules 2025 dataset describes one molecule with the formula CH2IPS at a distorted geometry. The level of theory is ωB97M-V/def2-TZVPD.

Properties
Lowest unoccupied orbital energy (eV): -2.16
Total charge: 0
Spin multiplicity: 1
Kohn-Sham gap (eV): 6.78

CARTESIAN COORDINATES (ANGSTROEM)
C: -1.868 0.747 0.123
P: -0.603 -0.606 -0.049
S: -0.214 -2.580 0.025
I: -3.870 0.214 -0.005
H: -0.617 -0.197 -1.274
H: 0.555 0.168 0.100

***

8.
This record from the Open Molecules 2025 dataset describes C3H4MgNiO4 as an isolated structure at a distorted geometry. The level of theory is ωB97M-V/def2-TZVPD.

Properties
Lowest unoccupied orbital energy (spin up / spin down) (eV): -5.62 / -6.97
Total charge: +1
Spin multiplicity: 4
Kohn-Sham gap (spin up / spin down) (eV): 2.81 / 6.58

CARTESIAN COORDINATES (ANGSTROEM)
O: -2.285 1.636 2.733
C: -1.003 1.483 2.411
O: -0.244 2.610 2.119
C: -0.521 3.806 2.904
Ni: -2.476 3.404 3.306
H: -0.985 0.241 -0.411
H: -0.247 4.652 2.256
H: 0.186 3.819 3.755
H: -0.657 0.601 1.854
O: 0.087 -0.193 -2.141
C: -0.919 -0.329 -1.386
O: -1.844 -1.122 -1.729
Mg: -0.778 -1.509 -3.406

***

9.
This record from the Open Molecules 2025 dataset describes a 9-piece molecular cluster, C57H127N5O9 overall at a distorted geometry. The level of theory is ωB97M-V/def2-TZVPD.

Properties
Lowest unoccupied orbital energy (eV): 0.30
SMILES string: CC1(C)CCCC(C)(C)N1O.CC1(C)CCCC(C)(C)N1O.CC1(C)CCCC(C)(C)N1O.CC1(C)CCCC(C)(C)N1O.CC1(C)CCCC(C)(C)N1O.CC(C)O.CC(C)O.CC(C)O.CC(C)O
Total charge: 0
Spin multiplicity: 1
Kohn-Sham gap (eV): 8.05

CARTESIAN COORDINATES (ANGSTROEM)
C: -5.403 -2.569 0.141
C: -5.341 -3.216 1.519
C: -6.393 -2.610 2.430
O: -5.529 -4.636 1.449
H: -5.738 -1.536 0.203
H: -6.185 -3.046 -0.462
H: -4.481 -2.658 -0.431
H: -4.328 -3.001 1.886
H: -7.416 -2.867 2.163
H: -6.258 -1.524 2.465
H: -6.243 -2.862 3.487
H: -5.655 -4.885 2.370
C: 0.388 3.980 -4.213
C: 1.071 5.188 -3.561
C: 0.231 6.447 -3.711
O: 1.440 4.941 -2.210
H: -0.318 3.445 -3.573
H: 1.147 3.224 -4.443
H: -0.044 4.277 -5.165
H: 2.025 5.268 -4.087
H: -0.042 6.490 -4.776
H: 0.797 7.358 -3.550
H: -0.737 6.286 -3.236
H: 0.704 4.531 -1.747
C: 2.617 0.674 4.905
C: 2.033 0.241 6.248
C: 2.280 -1.201 6.591
O: 2.657 1.046 7.281
H: 2.242 1.685 4.713
H: 2.341 0.021 4.078
H: 3.697 0.784 5.009
H: 0.972 0.514 6.284
H: 3.336 -1.456 6.562
H: 1.792 -1.797 5.801
H: 1.700 -1.576 7.434
H: 2.441 1.957 7.058
C: -0.644 6.357 3.883
C: -1.374 5.030 3.974
C: -1.549 4.485 5.393
O: -2.649 5.169 3.364
H: 0.197 6.339 4.576
H: -1.311 7.190 4.082
H: -0.235 6.412 2.873
H: -0.749 4.232 3.543
H: -0.673 4.647 6.029
H: -1.791 3.421 5.411
H: -2.317 5.038 5.949
H: -3.221 4.467 3.688
C: 4.599 -0.690 -2.878
C: 5.131 0.747 -2.736
C: 5.133 1.316 -1.340
C: 6.232 0.768 -0.474
C: 7.602 1.243 -1.020
C: 7.781 0.892 -2.506
N: 6.488 0.914 -3.218
O: 6.618 0.853 -4.625
C: 8.638 2.006 -3.142
C: 8.362 -0.518 -2.636
C: 4.169 1.630 -3.556
H: 5.388 -1.441 -2.969
H: 3.959 -0.907 -3.731
H: 4.061 -0.948 -1.960
H: 5.001 2.398 -1.283
H: 4.193 0.980 -0.861
H: 6.336 -0.328 -0.527
H: 6.093 0.865 0.605
H: 8.330 0.685 -0.422
H: 7.751 2.284 -0.725
H: 9.465 2.272 -2.487
H: 9.042 1.647 -4.092
H: 7.999 2.861 -3.359
H: 8.687 -0.767 -3.642
H: 9.180 -0.704 -1.932
H: 7.572 -1.185 -2.285
H: 4.584 2.646 -3.576
H: 3.202 1.736 -3.061
H: 4.082 1.311 -4.591
H: 6.804 1.769 -4.862
C: -2.900 0.544 -8.345
C: -2.267 1.235 -7.093
C: -3.440 1.950 -6.391
C: -4.305 1.002 -5.599
C: -3.474 0.159 -4.647
C: -2.380 -0.649 -5.337
N: -1.636 0.268 -6.187
O: -0.603 -0.390 -6.905
C: -1.463 -1.123 -4.213
C: -2.981 -1.864 -6.083
C: -1.201 2.250 -7.495
H: -2.526 1.047 -9.240
H: -3.981 0.475 -8.436
H: -2.500 -0.469 -8.371
H: -3.107 2.821 -5.803
H: -4.005 2.495 -7.154
H: -4.900 0.343 -6.247
H: -5.075 1.581 -5.077
H: -4.042 -0.418 -3.919
H: -3.013 0.970 -4.054
H: -1.928 -1.851 -3.541
H: -0.568 -1.606 -4.615
H: -1.156 -0.322 -3.537
H: -2.407 -2.018 -6.996
H: -2.754 -2.799 -5.557
H: -4.063 -1.818 -6.172
H: -0.662 1.933 -8.390
H: -0.473 2.291 -6.689
H: -1.619 3.229 -7.732
H: 0.174 -0.231 -6.359
C: -5.456 1.107 8.506
C: -4.151 0.412 8.069
C: -3.648 -0.301 9.326
C: -2.570 -1.340 8.978
C: -2.989 -2.243 7.835
C: -3.558 -1.627 6.555
N: -4.466 -0.581 7.069
O: -5.106 0.096 5.953
C: -2.444 -1.171 5.658
C: -4.452 -2.616 5.848
C: -3.197 1.526 7.638
H: -6.204 0.330 8.685
H: -5.290 1.659 9.429
H: -5.862 1.731 7.713
H: -3.167 0.500 9.892
H: -4.389 -0.808 9.941
H: -1.625 -0.823 8.795
H: -2.410 -1.968 9.857
H: -3.648 -3.057 8.150
H: -2.074 -2.811 7.605
H: -2.701 -0.522 4.819
H: -2.006 -2.021 5.116
H: -1.620 -0.743 6.231
H: -5.300 -3.036 6.385
H: -3.924 -3.527 5.515
H: -4.684 -2.279 4.832
H: -2.898 2.103 8.515
H: -2.266 1.149 7.201
H: -3.632 2.178 6.882
H: -5.798 -0.554 5.812
C: 2.906 -3.477 -5.006
C: 2.262 -4.277 -3.874
C: 3.132 -5.484 -3.614
C: 2.783 -6.245 -2.334
C: 2.926 -5.276 -1.174
C: 2.130 -3.992 -1.311
N: 2.282 -3.403 -2.683
O: 1.486 -2.267 -2.903
C: 0.632 -4.181 -1.010
C: 2.656 -2.952 -0.318
C: 0.857 -4.679 -4.333
H: 2.270 -2.668 -5.378
H: 3.256 -4.123 -5.811
H: 3.755 -2.875 -4.666
H: 2.963 -6.246 -4.393
H: 4.208 -5.325 -3.714
H: 3.457 -7.097 -2.216
H: 1.793 -6.704 -2.382
H: 3.952 -5.126 -0.834
H: 2.485 -5.822 -0.323
H: 0.122 -4.898 -1.648
H: 0.523 -4.373 0.059
H: 0.159 -3.223 -1.228
H: 2.946 -3.375 0.646
H: 3.562 -2.430 -0.631
H: 1.875 -2.199 -0.209
H: 0.430 -5.391 -3.621
H: 0.800 -4.993 -5.370
H: 0.162 -3.844 -4.188
H: 1.995 -1.526 -2.553
C: 1.144 2.786 0.031
C: 0.430 1.516 0.553
C: 0.044 1.756 1.987
C: -0.845 0.725 2.677
C: -1.977 0.295 1.695
C: -1.709 0.308 0.174
N: -0.767 1.317 -0.239
O: -0.523 1.316 -1.626
C: -1.383 -1.145 -0.314
C: -3.128 0.567 -0.398
C: 1.518 0.417 0.508
H: 1.623 2.557 -0.915
H: 1.827 3.141 0.802
H: 0.413 3.589 -0.102
H: 0.809 2.180 2.644
H: -0.648 2.622 1.970
H: -1.330 1.048 3.594
H: -0.218 -0.159 2.850
H: -2.927 0.754 1.956
H: -2.060 -0.758 1.988
H: -0.639 -1.545 0.378
H: -2.274 -1.765 -0.312
H: -0.962 -1.086 -1.316
H: -3.489 1.530 -0.025
H: -3.070 0.694 -1.488
H: -3.828 -0.237 -0.209
H: 2.281 0.649 1.253
H: 1.876 0.143 -0.481
H: 1.071 -0.482 0.958
H: -1.204 1.899 -1.978

***

10.
This record from the Open Molecules 2025 dataset describes a 2-piece molecular cluster, C6H21N5P overall at a distorted geometry. The level of theory is ωB97M-V/def2-TZVPD.

Properties
Lowest unoccupied orbital energy (spin up / spin down) (eV): -3.63 / -5.80
Total charge: +1
Spin multiplicity: 1
Kohn-Sham gap (spin up / spin down) (eV): 8.70 / 6.11

CARTESIAN COORDINATES (ANGSTROEM)
C: -2.249 0.727 -1.744
C: -0.857 2.407 -0.650
C: -0.795 -2.369 -0.520
C: -2.187 -1.927 1.554
C: 2.740 0.117 1.448
C: 2.464 0.917 -0.960
N: 3.010 -0.307 -1.341
N: -1.068 0.534 1.941
N: -1.527 1.122 -0.562
N: -1.433 -1.429 0.381
N: 2.147 0.917 0.425
P: -0.584 0.052 0.410
H: -3.079 1.305 -2.035
H: -1.583 0.638 -2.523
H: -2.628 -0.238 -1.418
H: -0.010 2.363 0.120
H: -0.221 2.556 -1.511
H: -1.622 3.107 -0.482
H: -0.318 -1.905 -1.405
H: -0.083 -2.872 0.027
H: -1.519 -3.202 -0.966
H: -2.991 -2.523 1.025
H: -1.715 -2.630 2.281
H: -2.707 -0.983 1.915
H: 3.121 0.777 2.170
H: 1.821 -0.293 1.933
H: 3.367 -0.773 1.234
H: 3.222 1.769 -0.902
H: 1.700 1.309 -1.633
H: 3.625 -0.197 -2.225
H: 3.464 -0.746 -0.533
H: -1.092 1.603 1.888
H: -0.412 0.174 2.660

***

11.
This record from the Open Molecules 2025 dataset describes one molecule with the formula C2H4OS at a distorted geometry. The level of theory is ωB97M-V/def2-TZVPD.

Properties
Lowest unoccupied orbital energy (eV): 0.03
Total charge: 0
Spin multiplicity: 1
Kohn-Sham gap (eV): 9.59

CARTESIAN COORDINATES (ANGSTROEM)
C: -0.395 0.646 0.037
C: 1.133 -0.433 0.114
O: -2.967 0.313 0.030
S: -1.667 -0.366 0.104
H: -0.490 1.721 -0.217
H: 1.602 -0.203 -0.887
H: 1.902 -0.188 0.713
H: 0.881 -1.491 0.107

***

Across the entries above, energy relative to the best compared isomer or geometry (same formula, charge and spin) takes the values 102.3, 22.2, 9.0, 51.0, 49.4, 0.0, 83.5, 0.0, 76.0, 137.1, 65.0 kcal/mol, respectively.
Across the entries above, DFT total energy takes the values -242373.98663, -7894.21447, -30630.31528, -5749.20680, -25093.52364, -276797.27744, -29289.48474, -57843.39339, -87037.93490, -23291.20723, -15018.64697 eV, respectively.